Density functional theory data (ωB97M-V/def2-TZVPD) for a cluster of 2 separate species, C5H13NO2 in total.

```
21
Properties=species:S:1:pos:R:3:forces:R:3:nbo_charge:R:1
C -1.130692 -1.649040 0.063969 0.055 -0.377 0.192 -0.621
C -0.230297 -0.457751 0.373922 -0.783 0.146 -0.385 -0.036
C -0.538709 0.194613 1.717413 0.253 -0.144 -0.036 -0.630
N -0.279225 0.529428 -0.729488 0.142 -0.419 -0.303 -0.458
C 0.425458 0.140209 -1.952521 0.839 -0.095 0.533 -0.421
C -1.199500 1.518335 -0.878405 0.240 -0.084 0.139 0.540
O -2.154515 1.740884 -0.170127 -0.226 0.159 0.110 -0.613
H -0.978015 -2.416186 0.823429 -0.066 -0.001 0.152 0.211
H -2.192284 -1.399135 0.048644 0.076 0.152 -0.059 0.221
H -0.847711 -2.130151 -0.875345 -0.125 0.199 -0.098 0.205
H 0.788887 -0.829234 0.353729 0.281 0.020 0.184 0.201
H 0.309218 0.803646 2.040185 -0.122 0.134 0.001 0.196
H -0.702939 -0.563676 2.486245 0.020 -0.010 -0.114 0.213
H -1.424927 0.814318 1.619833 0.040 -0.025 0.221 0.258
H -0.212324 0.047314 -2.821507 -0.170 0.375 -0.189 0.205
H 1.282249 0.799096 -2.101349 -0.160 0.146 -0.459 0.205
H 0.866591 -0.845406 -1.828764 -0.070 -0.112 0.242 0.214
H -0.942346 2.165003 -1.737571 -0.169 -0.083 -0.107 0.106
O 3.284870 0.379138 0.906864 -0.013 -0.055 -0.082 -0.938
H 3.392845 0.256584 1.854651 -0.029 0.029 0.006 0.471
H 2.483368 0.902010 0.806195 -0.013 0.046 0.053 0.469
```
Positions in Å, forces in eV/Å.

Its maximum force is 1.00 eV Å⁻¹. Its spin multiplicity is 1. The highest occupied orbital energy is -9.399 eV. Its SMILES is CC(C)N(C)C=O.O. The LUMO energy is 0.69 eV. As for the energy relative to the best compared isomer or geometry (same formula, charge and spin): 23.8 kcal/mol. The calculation puts the gap between HOMO and LUMO at 10.09 eV.

Density functional theory data (ωB97M-V/def2-TZVPD) for the ion C7H13N2O with charge +1 at a distorted geometry.

```
23
Properties=species:S:1:pos:R:3:forces:R:3:nbo_charge:R:1
H 1.234839 0.717608 2.444538 -0.117 0.621 2.505 0.360
N 1.095836 0.312983 1.573335 -0.652 -0.078 -1.542 -0.632
C 2.128077 0.541699 0.909661 2.079 -0.576 -0.843 0.171
C 2.306098 0.059583 -0.505938 -0.350 2.239 -1.640 -0.544
C 1.143056 0.207693 -1.470344 -1.068 2.066 0.383 -0.028
C -0.174255 0.139283 -1.223750 -1.128 -0.323 -2.341 -0.383
C -0.963186 -0.280814 -0.103340 -1.624 -0.042 1.922 0.717
N -1.966022 0.488190 0.288661 -1.146 1.155 2.174 -0.518
C -2.317393 1.923434 -0.036832 2.682 -0.565 -2.450 -0.435
O -1.058964 -1.398684 0.570869 0.434 0.714 -0.380 -0.448
C -0.357370 -2.624761 0.381072 -0.854 0.159 3.175 -0.241
H 3.117353 0.935007 1.291964 -1.285 0.034 0.076 0.183
H 2.333617 -0.989745 -0.521289 1.432 -1.723 0.362 0.265
H 3.188425 0.627965 -0.956880 -0.966 -1.469 0.526 0.254
H 1.328775 0.708495 -2.428131 0.368 -0.651 0.175 0.242
H -0.981129 0.414473 -2.031343 2.064 -0.319 1.138 0.267
H -2.345960 0.145228 1.203020 0.100 0.255 -1.447 0.432
H -2.627681 2.545809 0.807326 -0.052 -0.742 0.012 0.249
H -1.270469 2.315604 -0.396083 -2.280 -0.108 0.403 0.223
H -3.067368 1.930282 -0.897660 1.024 0.142 1.315 0.237
H -1.138667 -3.276425 0.080864 -0.468 -1.130 0.132 0.214
H 0.084158 -2.858854 1.407566 -0.466 0.019 -1.707 0.227
H 0.308234 -2.584052 -0.387278 2.272 0.321 -1.947 0.187
```
Positions in Å, forces in eV/Å.

Its maximum force is 3.68 eV Å⁻¹. Its spin multiplicity is 1. The highest occupied orbital energy is -14.084 eV. Its SMILES is [H]/N=C/C/C=C\C(=[NH+]/C)OC. The LUMO energy is -3.65 eV. As for the energy relative to the best compared isomer or geometry (same formula, charge and spin): 84.9 kcal/mol. The calculation puts the gap between HOMO and LUMO at 10.44 eV. The total charge is +1.

Density functional theory data (ωB97M-V/def2-TZVPD) for a cluster of 2 separate species, C3H6FNO in total at a distorted geometry.

```
12
Properties=species:S:1:pos:R:3:forces:R:3:nbo_charge:R:1
C -0.295260 2.229577 -0.477456 0.072 1.056 -1.151 0.480
C 0.468353 -0.793858 0.778263 -1.517 0.301 -0.673 -0.786
C 1.354679 -0.485438 -0.309890 -4.576 -0.860 -2.291 0.625
N -0.125451 1.229833 -1.305027 3.395 -2.811 3.820 -0.795
O 0.097777 2.415861 0.668251 0.149 -0.524 0.112 -0.695
F 1.232662 -1.293141 -1.355308 0.624 0.371 0.569 -0.294
H -0.753390 3.025899 -1.082928 -0.761 0.815 0.486 0.075
H 0.973581 -1.160581 1.646498 0.496 -1.580 0.298 0.264
H 0.213525 0.131536 1.254724 -0.684 1.067 -0.254 0.322
H -0.448866 -1.279984 0.313409 1.254 0.266 1.305 0.266
H 2.266476 -0.052255 -0.249744 2.633 1.771 0.059 0.174
H -0.573695 1.184962 -2.152191 -1.085 0.129 -2.280 0.363
```
Positions in Å, forces in eV/Å.

Its maximum force is 5.83 eV Å⁻¹. Its spin multiplicity is 1. The highest occupied orbital energy (alpha / beta) is -8.597 / -8.594 eV. The LUMO energy (alpha / beta) is -1.14 / -1.14 eV. As for the energy relative to the best compared isomer or geometry (same formula, charge and spin): 97.3 kcal/mol. The calculation puts the gap between HOMO and LUMO (alpha / beta) at 7.46 / 7.46 eV.

Density functional theory data (ωB97M-V/def2-TZVPD) for the molecule CH5INP at a distorted geometry.

```
9
Properties=species:S:1:pos:R:3:forces:R:3:nbo_charge:R:1
C -0.202573 1.139773 0.419131 -1.852 1.222 -0.042 -0.413
N -0.137146 -0.255512 0.569946 1.036 -1.727 2.029 -1.045
P 0.936239 -1.261481 0.100098 -0.698 1.938 1.045 1.085
I 3.230952 -0.130323 -0.009359 -0.465 -0.599 -0.329 -0.237
H 0.728703 1.428638 -0.115086 -0.711 0.759 0.306 0.188
H -1.146956 1.229450 -0.252681 1.592 0.958 0.899 0.193
H -0.377609 1.778484 1.403732 0.470 -1.335 -1.909 0.186
H 0.248190 -1.385498 -1.108280 1.364 -1.842 -0.923 0.030
H 1.352004 -2.393444 0.954433 -0.736 0.625 -1.077 0.014
```
Positions in Å, forces in eV/Å.

Its maximum force is 2.86 eV Å⁻¹. Its spin multiplicity is 1. The highest occupied orbital energy is -8.347 eV. Its SMILES is CN=[PH2]I. The LUMO energy is -0.50 eV. As for the energy relative to the best compared isomer or geometry (same formula, charge and spin): 77.9 kcal/mol. The calculation puts the gap between HOMO and LUMO at 7.85 eV.

Density functional theory data (ωB97M-V/def2-TZVPD) for a cluster of 14 separate species, C17H58F3N26O15 in total at a distorted geometry.

```
119
Properties=species:S:1:pos:R:3:forces:R:3:lowdin_charge:R:1
C 0.250074 0.825447 0.720554 3.707 -0.176 1.481 -0.354
O 1.004561 0.540708 -0.487706 -2.632 -0.268 -0.809 -0.171
O 1.268099 1.405023 1.474723 -1.961 1.151 -0.131 -0.252
C -1.203435 1.500219 0.544632 2.694 -0.638 -0.551 -0.647
F -2.031328 0.676784 -0.012026 -1.394 -2.422 -0.943 0.155
F -1.738573 1.853980 1.676660 -0.437 0.429 2.103 0.162
F -1.248080 2.558445 -0.256726 0.815 1.661 -0.679 0.139
C 0.276871 0.065457 -1.626758 2.173 -2.327 0.309 -0.214
C 1.339140 -0.692552 -2.539057 -1.006 2.289 0.709 -0.039
H 2.120120 -1.245066 -2.016650 -0.406 0.044 0.336 0.065
H 0.786684 -1.343171 -3.216985 0.320 0.222 -0.341 0.058
H 1.787525 0.211394 -2.951287 0.639 -0.678 -0.983 0.058
H -0.157405 0.915252 -2.153388 -0.448 -0.310 -0.135 0.115
H -0.374745 -0.761619 -1.344867 -0.930 0.623 0.267 0.087
H 0.209456 -0.132120 1.239707 -1.861 -0.721 -0.264 0.128
C 4.516407 -4.345001 -0.974704 -1.094 -2.486 1.301 -0.669
O 3.565312 -3.586377 -1.099149 0.547 1.463 -0.108 -0.033
N 4.411803 -5.648615 -1.227169 -0.170 -2.059 -1.553 0.176
N 5.629955 -4.128360 -0.292375 0.627 2.547 0.120 0.184
H 3.581890 -6.066189 -1.623366 0.180 0.152 0.230 0.112
H 5.164543 -6.235882 -0.897636 -0.627 -0.165 -0.279 0.104
H 6.398089 -4.782148 -0.241013 -0.294 0.678 0.322 0.117
H 5.476677 -3.251975 0.185689 1.440 0.029 0.844 0.100
C 4.076855 2.160377 -0.757254 -0.035 -0.750 -3.457 -0.771
O 4.922459 2.125938 -1.638415 0.820 1.460 -1.399 -0.012
N 4.315425 1.691312 0.404135 1.049 -1.709 5.810 0.175
N 2.772770 2.406573 -0.896479 -1.132 1.749 -1.410 0.166
H 5.235582 1.488884 0.768057 -0.298 -0.146 -0.586 0.126
H 3.508967 1.346931 0.905272 0.339 0.351 0.485 0.061
H 2.132117 1.976298 -0.244921 -0.136 0.500 -0.001 0.047
H 2.436554 2.809904 -1.759255 0.137 -0.405 0.215 0.107
C 0.505586 -3.113162 4.440128 -0.133 -1.064 0.312 -0.737
O 1.501006 -3.599637 4.927367 0.266 0.079 0.802 0.051
N 0.483799 -2.455435 3.297756 0.448 1.796 -2.278 0.173
N -0.756163 -3.259808 4.933254 -0.154 -0.632 1.335 0.138
H -0.413807 -2.129954 2.968403 0.530 0.313 -0.097 0.085
H 1.315995 -1.919994 3.095618 -0.046 -0.065 -0.411 0.089
H -1.540733 -3.066429 4.327322 0.034 -0.469 0.460 0.086
H -0.740427 -4.013623 5.605263 -0.886 0.058 -0.095 0.103
C 1.736191 -3.861538 -4.485579 -3.057 -4.384 2.255 -0.790
O 0.769893 -4.635082 -4.577005 -0.117 0.415 0.356 -0.009
N 2.497402 -3.707949 -3.422080 0.409 -0.884 3.611 0.169
N 2.278686 -3.265525 -5.446137 2.351 4.562 -5.997 0.172
H 2.414136 -4.381441 -2.674042 -0.321 0.604 -0.046 0.085
H 3.112496 -2.928346 -3.237721 -0.032 -0.224 -0.249 0.081
H 1.859367 -3.081230 -6.346300 -0.235 -0.348 0.322 0.126
H 2.949287 -2.595026 -5.098524 0.692 0.293 -0.927 0.062
C -4.629724 -0.852410 1.117251 -1.084 2.292 0.071 -0.844
O -5.252653 -1.259854 0.196396 -1.447 -1.906 -3.209 0.072
N -4.907994 0.262568 1.730574 -2.717 3.641 1.603 0.155
N -3.527185 -1.224059 1.634691 5.015 -4.988 0.772 0.166
H -4.335542 0.372095 2.555441 -1.080 1.708 -0.291 0.098
H -5.553504 0.868856 1.244948 0.008 0.320 1.033 0.117
H -3.051743 -1.851085 1.001524 0.880 -0.552 0.528 0.083
H -3.148776 -0.800175 2.469684 0.390 -0.469 -0.787 0.112
C -4.225584 5.629263 0.901288 -3.524 -2.307 1.611 -0.770
O -3.657936 6.142560 0.037774 4.044 3.527 -3.895 0.103
N -5.206013 6.181919 1.649495 -0.542 0.414 1.047 0.156
N -4.165134 4.299641 1.104705 0.581 -2.244 0.923 0.164
H -5.307395 7.184513 1.717520 -0.361 -0.467 -0.200 0.118
H -5.861699 5.489276 1.981798 -0.246 1.047 0.502 0.105
H -3.420781 3.757319 0.690090 -0.400 0.093 -0.351 0.087
H -4.925649 3.808666 1.552675 0.491 -0.052 0.020 0.107
C -4.544344 3.057178 -2.094794 -0.252 -1.840 1.395 -0.746
O -5.691653 3.424468 -2.085710 -1.429 0.016 0.044 0.039
N -3.534711 3.883410 -2.186127 2.994 3.047 -0.911 0.158
N -4.129450 1.779893 -1.772759 -0.773 -0.133 -0.446 0.155
H -3.662790 4.856625 -1.948352 -0.294 -0.063 -0.252 0.096
H -2.573335 3.641639 -2.379527 -0.355 -0.346 0.336 0.103
H -4.874749 1.141382 -1.534112 0.468 -0.368 -0.368 0.093
H -3.183912 1.501071 -1.992565 -0.450 -0.320 0.374 0.078
C -3.492594 4.189507 5.001266 -2.851 0.850 2.444 -0.776
O -3.814751 3.793956 6.113246 0.760 -0.103 0.593 0.024
N -3.213030 3.434968 3.997945 1.870 -5.776 -2.101 0.154
N -3.742905 5.361320 4.489132 -0.569 4.977 -1.014 0.166
H -2.880643 3.702076 3.082367 0.039 -0.200 0.482 0.068
H -3.218346 2.480239 4.327443 0.629 -0.238 -0.837 0.117
H -4.238215 6.126874 4.923533 0.411 -0.426 0.244 0.119
H -3.677297 5.371157 3.481318 -0.226 0.815 0.437 0.064
C -2.304480 -2.718638 -1.845162 -3.791 0.660 0.594 -0.797
O -2.386627 -2.835010 -0.653633 -0.911 0.949 4.201 0.013
N -3.306104 -2.282355 -2.618411 -2.277 1.291 -0.813 0.186
N -1.312791 -3.176673 -2.447548 3.772 -0.957 -3.042 0.229
H -3.177063 -1.916604 -3.550974 0.148 -0.204 0.280 0.105
H -4.164064 -2.007737 -2.161694 0.155 0.020 0.160 0.098
H -0.570891 -3.329001 -1.779353 1.156 -0.680 -1.263 0.099
H -1.440568 -3.132758 -3.448465 1.793 -0.760 0.011 0.130
C 3.770585 -0.085451 -5.068762 0.469 -0.161 -0.786 -0.792
O 4.139214 -1.082441 -4.543936 0.720 -4.012 2.136 0.054
N 2.613320 0.004857 -5.712975 -2.250 0.914 -1.156 0.168
N 4.593677 0.916913 -5.192902 1.553 3.191 -0.469 0.189
H 2.023760 -0.815102 -5.699431 -0.115 0.451 0.315 0.084
H 2.201053 0.926287 -5.679465 -0.463 -0.382 -0.303 0.108
H 4.345264 1.728213 -5.740781 0.316 -0.134 0.284 0.112
H 5.488675 0.868438 -4.727345 -0.371 0.153 0.057 0.129
C 0.591094 -4.668931 0.124023 0.836 2.379 1.005 -0.803
O 1.281233 -5.632048 0.140436 2.034 -2.992 -0.724 0.075
N 0.972908 -3.418196 -0.109680 2.797 2.468 -2.219 0.168
N -0.607037 -4.552453 0.549720 -5.912 -2.369 2.492 0.164
H 0.365976 -2.623200 0.030732 0.496 -0.221 0.110 0.090
H 1.927057 -3.334288 -0.430076 -0.089 0.537 -0.100 0.048
H -1.005583 -5.357051 1.012193 -0.247 0.195 -0.277 0.126
H -1.159025 -3.713537 0.441937 -0.157 -0.477 -0.125 0.059
C 0.184697 4.394517 3.277448 0.595 3.317 2.348 -0.778
O -0.033684 5.441890 3.924398 -0.403 -0.950 -0.420 -0.025
N -0.168584 4.243771 2.033140 -2.034 0.713 -2.666 0.175
N 0.872928 3.393716 3.736151 2.236 -2.452 1.994 0.179
H 0.149800 3.465695 1.473379 -0.226 0.136 0.052 0.073
H -0.983656 4.821490 1.884770 0.240 -0.164 -1.205 0.106
H 1.491522 3.579170 4.512710 -0.272 -0.108 -0.090 0.117
H 1.116415 2.656511 3.090136 0.128 -0.393 -0.100 0.062
C 3.831352 -1.295893 2.073031 2.240 -3.886 1.282 -0.843
O 4.594236 -2.221704 2.343381 1.486 -0.345 0.231 0.013
N 3.243149 -1.198746 0.967069 -2.212 0.502 -4.944 0.213
N 3.397786 -0.459820 2.941415 -0.237 3.036 5.036 0.180
H 3.432667 -1.940484 0.308273 -0.627 0.357 -0.509 0.090
H 2.504838 -0.511370 1.017253 -0.399 -0.255 -1.607 0.075
H 3.922333 -0.549885 3.799807 -0.470 0.522 0.208 0.129
H 2.807568 0.337377 2.751066 -0.060 0.027 -0.032 0.087
```
Positions in Å, forces in eV/Å.

Its maximum force is 7.89 eV Å⁻¹. Its spin multiplicity is 1. The highest occupied orbital energy is -6.844 eV. The LUMO energy is 1.64 eV. As for the energy relative to the best compared isomer or geometry (same formula, charge and spin): 209.1 kcal/mol. The calculation puts the gap between HOMO and LUMO at 8.48 eV. The total charge is -1.